Record 1
C14H18MnN4S as an isolated structure, computed with wB97M-V/def2-TZVPD.

Last column: Mulliken charge in e.
CARTESIAN COORDINATES (ANGSTROEM)
Mn -1.063 -0.720 -1.462  -0.0570
C 2.789 0.568 -2.183  -1.1880
C 1.330 0.542 -1.980  0.1943
N 0.747 -0.650 -1.820  0.7398
N 1.441 -1.790 -1.846  -1.1723
C 0.706 -2.904 -1.992  0.5532
N 1.401 -4.069 -1.959  -0.3521
S -1.020 -2.799 -2.292  -0.3036
C 0.399 1.594 -1.894  0.9443
C 0.615 2.980 -1.958  -0.6331
C -0.441 3.896 -1.914  -0.3619
C -1.755 3.403 -1.675  -0.6906
C -1.910 2.027 -1.557  0.0810
N -0.911 1.149 -1.794  -0.2013
H 3.247 -0.436 -2.187  0.3225
H 3.251 1.159 -1.385  0.3427
H 3.023 1.145 -3.097  0.3494
H 2.395 -3.997 -1.763  0.2508
H 0.948 -4.973 -2.022  0.2277
H 1.591 3.335 -2.239  0.4364
H -0.222 4.950 -2.030  0.4401
H -2.601 4.083 -1.459  0.3794
H -2.880 1.563 -1.313  0.4678
C -1.031 -2.078 3.481  -1.5164
C -0.864 -0.700 2.816  1.9470
C -1.467 0.409 3.667  -1.5446
C 0.574 -0.346 2.507  -1.4827
C -1.431 -0.714 1.470  -0.6950
C -1.663 -0.791 0.253  0.2316
H -0.451 -2.101 4.416  0.3692
H -0.637 -2.816 2.796  0.3614
H -2.116 -2.270 3.602  0.3856
H -0.932 0.555 4.622  0.3617
H -2.531 0.224 3.874  0.3780
H -1.414 1.345 3.135  0.3761
H 1.241 -0.267 3.365  0.4140
H 0.633 0.610 1.961  0.3185
H 1.011 -1.115 1.857  0.3263

E = -62917.2890 eV
F_max = 4.09 eV Å⁻¹
2S+1 = 5
Expectation value of S² = 6.11
Charge = +1
Energy above the lowest of the compared OMol25 structures with the same formula, charge and spin = 26.0 kcal per mole
Kohn-Sham gap (alpha / beta) = 0.235 / 0.247 Eh
Molecular weight = 329.33 Da

=====

Record 2
An isolated ion of composition C14H18N and charge +1, computed with wB97M-V/def2-TZVPD.

Last column: Mulliken charge in e.
CARTESIAN COORDINATES (ANGSTROEM)
C 0.778 -1.920 -3.413  -0.8017
C -1.200 -2.714 -2.207  -0.7101
C 1.116 -1.175 -2.280  -0.3615
C -0.797 -1.990 -1.083  -0.1094
C -0.486 -2.616 -3.431  0.9499
C 0.328 -1.204 -1.094  0.0707
C 1.751 -0.313 0.811  0.0492
C 1.420 0.495 1.860  -0.8560
C -0.308 0.595 0.585  -1.2395
C 0.387 1.517 1.639  1.9079
C -1.059 -3.288 -4.603  -1.2426
C 0.771 2.808 0.998  -1.7709
C 0.254 2.681 3.929  -1.3983
C -0.462 1.737 2.942  -0.8822
N 0.688 -0.333 -0.021  0.4572
H 1.186 -1.731 -4.455  0.2712
H -2.066 -3.387 -2.163  0.3764
H 2.046 -0.697 -2.332  0.4656
H -1.677 -1.962 -0.312  0.1983
H 2.720 -0.862 0.500  0.4165
H -1.155 0.226 1.214  0.4041
H -0.650 1.200 -0.253  0.4414
H -2.125 -3.365 -4.733  0.3946
H -0.665 -2.626 -5.444  0.3098
H -0.670 -4.308 -4.810  0.2757
H -0.045 3.553 1.194  0.3667
H 1.174 2.630 -0.010  0.4734
H 1.777 3.185 1.528  0.3919
H 1.071 2.243 4.461  0.3488
H -0.354 2.831 4.700  0.4961
H 0.611 3.578 3.378  0.3598
H -1.379 2.143 2.586  0.5082
H -0.747 0.816 3.461  0.4388

E = -16288.0626 eV
F_max = 4.44 eV Å⁻¹
Charge = +1
Energy above the lowest of the compared OMol25 structures with the same formula, charge and spin = 139.5 kcal per mole
Kohn-Sham gap (alpha / beta) = 0.260 / 0.238 Eh
Molecular weight = 200.30 Da

=====

Record 3
An isolated molecule of C14H18N2O3, computed with wB97M-V/def2-TZVPD.

Last column: Mulliken charge in e.
CARTESIAN COORDINATES (ANGSTROEM)
C 6.433 -1.192 1.234  -1.2137
C 5.279 -0.204 1.229  -0.2202
O 4.185 -0.785 1.904  -0.2853
C 3.053 0.046 1.953  -0.5225
C 1.940 -0.704 2.679  -0.3033
H 1.674 -1.589 2.100  0.2120
H 2.326 -1.037 3.643  0.2969
C 0.697 0.157 2.907  -1.0184
N 0.052 0.531 1.671  -0.0733
C -1.112 -0.022 1.261  0.6602
O -1.758 -0.806 1.927  -0.6987
C -1.570 0.430 -0.093  0.3862
C -2.764 -0.026 -0.547  -0.0592
C -3.388 0.263 -1.786  0.2783
C -3.031 1.042 -2.872  -0.1266
C -4.075 0.927 -3.803  -0.9186
C -5.008 0.090 -3.242  0.5924
O -4.599 -0.311 -2.031  -0.3818
C -6.313 -0.399 -3.752  -1.2216
H -6.503 0.013 -4.738  0.3290
H -6.312 -1.487 -3.810  0.3032
H -7.116 -0.104 -3.077  0.3033
H -4.137 1.397 -4.763  0.4501
H -2.134 1.617 -2.975  0.4719
H -3.306 -0.690 0.117  0.5189
C -0.731 1.287 -0.818  -0.4301
N 0.005 1.983 -1.364  -0.5319
H 0.549 1.150 1.050  0.2337
H 0.965 1.065 3.458  0.3820
H -0.040 -0.408 3.482  0.4155
H 3.294 0.981 2.489  0.2801
H 2.743 0.315 0.930  0.3129
H 5.573 0.733 1.731  0.2905
H 4.991 0.045 0.195  0.2947
H 6.134 -2.111 0.737  0.3044
H 7.289 -0.767 0.717  0.3822
H 6.712 -1.429 2.257  0.3069

E = -23932.0198 eV
F_max = 1.38 eV Å⁻¹
Charge = 0
Energy above the lowest of the compared OMol25 structures with the same formula, charge and spin = 51.0 kcal per mole
Kohn-Sham gap = 0.290 Eh
Molecular weight = 262.31 Da
SMILES string = CCOCCCNC(=O)/C(C#N)=C/c1ccc(C)o1

=====

Record 4
C14H18N2O4 as an isolated structure, computed with wB97M-V/def2-TZVPD.

Last column: Mulliken charge in e.
CARTESIAN COORDINATES (ANGSTROEM)
C -0.063 1.831 -0.468  0.5144
C 1.005 0.741 -0.827  -0.0074
C -1.373 1.793 -1.289  -1.0312
C -2.216 0.564 -0.693  0.4167
C -1.953 -0.813 -1.081  -0.1012
C -3.363 0.876 0.039  -0.4994
C -2.847 -1.735 -0.535  -0.6399
C -4.140 -0.030 0.716  -0.5835
C -3.921 -1.407 0.303  0.6491
C 2.858 -0.610 -0.400  -0.0245
C 2.230 -1.963 -0.865  0.2690
C 3.596 -1.088 0.990  -0.6044
C 3.151 0.092 2.081  -0.9339
C 1.770 0.407 1.575  -0.4124
H -0.337 4.026 -1.205  0.3312
H 0.966 3.474 0.467  0.2998
H -0.427 1.825 0.628  0.4364
H -1.958 2.749 -1.017  0.4462
H -1.295 1.479 -2.368  0.2505
H -1.061 -1.066 -1.797  0.2352
H -3.461 2.048 0.165  0.0636
H -2.833 -2.817 -0.947  0.2457
H -4.989 0.357 1.259  0.3288
H -5.322 -2.105 1.473  0.3523
H 3.521 -0.178 -1.208  0.4429
H 3.173 -2.171 1.276  0.3396
H 4.793 -0.917 0.907  0.2545
H 3.752 0.934 2.041  0.4423
H 3.107 -0.172 3.192  0.3360
H 1.097 -0.360 1.991  0.2166
H 1.563 1.412 1.900  0.4015
H 2.272 -3.496 -1.957  0.3881
N 0.583 3.108 -0.725  -0.7166
N 1.803 0.242 0.130  0.1789
O 1.123 0.519 -2.030  -0.6477
O -4.881 -2.428 0.527  -0.5444
O 1.157 -2.399 -0.474  -0.5709
O 2.919 -2.725 -1.775  -0.5218

E = -25975.2265 eV
F_max = 5.63 eV Å⁻¹
Charge = 0
Energy above the lowest of the compared OMol25 structures with the same formula, charge and spin = 150.3 kcal per mole
Kohn-Sham gap = 0.317 Eh
Molecular weight = 278.31 Da

=====

Record 5
C14H18N2OOsSTe as an isolated structure, computed with wB97M-V/def2-TZVPD.

Last column: Mulliken charge in e.
CARTESIAN COORDINATES (ANGSTROEM)
Os 0.961 0.761 -0.360  1.4026
O 1.600 0.449 1.673  -0.8242
N 2.630 1.194 2.098  0.3390
C 2.806 1.263 3.436  -0.1292
C 3.853 1.963 3.964  -0.7421
C 4.738 2.605 3.096  -0.1372
C 4.534 2.527 1.740  -0.7756
C 3.454 1.808 1.217  0.6446
S 3.192 1.694 -0.494  -0.3414
H 2.064 0.728 4.008  0.4436
H 3.974 2.004 5.036  0.4132
H 5.576 3.165 3.485  0.4075
H 5.196 3.018 1.041  0.3850
N 0.802 -1.480 -0.641  -0.7521
H 1.450 -1.850 -1.330  0.3317
H -0.139 -1.780 -0.899  0.1795
H 1.037 -1.907 0.254  0.3425
C -3.254 -3.462 -1.953  -1.5182
C -2.724 -2.097 -1.623  0.5153
C -2.286 -1.233 -2.620  -1.0737
C -1.830 0.053 -2.339  1.7730
C -1.402 0.942 -3.472  -1.6395
C -1.794 0.472 -0.996  -1.4168
Te -1.013 2.401 -0.500  0.0262
C -2.254 -0.373 0.033  1.8815
C -2.254 0.050 1.474  -1.5710
C -2.700 -1.644 -0.304  -1.0161
H -3.013 -3.748 -2.975  0.3812
H -4.341 -3.480 -1.849  0.3421
H -2.852 -4.218 -1.278  0.3582
H -2.317 -1.559 -3.654  0.3253
H -1.485 0.420 -4.423  0.3984
H -0.370 1.285 -3.359  0.3121
H -2.023 1.839 -3.521  0.3626
H -1.239 0.170 1.860  0.2197
H -2.765 -0.691 2.086  0.4109
H -2.759 1.008 1.606  0.3702
H -3.055 -2.297 0.485  0.3714

E = -40424.9208 eV
F_max = 0.23 eV Å⁻¹
2S+1 = 6
Expectation value of S² = 8.78
Charge = +1
Energy above the lowest of the compared OMol25 structures with the same formula, charge and spin = 0.0 kcal per mole
Kohn-Sham gap (alpha / beta) = 0.275 / 0.244 Eh
Molecular weight = 580.21 Da

=====

Record 6
An isolated molecule of C14H18N4O4S, computed with wB97M-V/def2-TZVPD.

Last column: Mulliken charge in e.
CARTESIAN COORDINATES (ANGSTROEM)
C 0.098 4.693 -2.566  -1.3715
C -0.495 3.854 -1.441  -0.1274
C 0.413 3.847 -0.213  -0.5867
C -0.214 3.167 1.005  -0.8746
H 0.482 3.239 1.844  0.3672
H -1.126 3.698 1.285  0.4381
C -0.572 1.696 0.757  -1.1408
C 0.596 0.908 0.210  0.6291
O 0.624 0.399 -0.888  -0.6694
N 1.649 0.846 1.080  0.0592
N 2.768 0.066 0.829  -0.2939
C 2.799 -1.157 0.256  0.1378
S 4.197 -1.696 -0.419  -0.4262
N 1.687 -1.970 0.215  0.0584
C 0.531 -1.943 0.951  0.2313
O 0.316 -1.227 1.900  -0.6083
C -0.530 -2.830 0.364  0.6418
C -1.206 -2.406 -0.773  -0.5193
C -2.265 -3.152 -1.264  -0.7114
C -2.666 -4.318 -0.627  -0.4714
C -2.000 -4.754 0.503  -0.5675
C -0.933 -4.009 0.987  0.0603
N -0.189 -4.478 2.128  1.0654
O 0.930 -4.029 2.270  -0.5587
O -0.712 -5.296 2.847  -0.6209
H -2.278 -5.662 1.014  0.4827
H -3.494 -4.890 -1.015  0.3976
H -2.783 -2.818 -2.151  0.4329
H -0.897 -1.491 -1.256  0.5825
H 1.814 -2.754 -0.413  0.3306
H 3.639 0.578 0.722  0.2568
H 1.461 1.013 2.061  0.2927
H -1.385 1.627 0.035  0.3956
H -0.899 1.230 1.688  0.4400
H 0.654 4.879 0.056  0.4926
H 1.350 3.347 -0.468  0.2322
H -1.474 4.253 -1.166  0.2683
H -0.631 2.833 -1.799  0.2005
H 0.232 5.725 -2.248  0.3385
H 1.066 4.298 -2.864  0.3474
H -0.557 4.684 -3.435  0.3684

E = -39793.3737 eV
F_max = 1.30 eV Å⁻¹
Charge = 0
Energy above the lowest of the compared OMol25 structures with the same formula, charge and spin = 48.4 kcal per mole
Kohn-Sham gap = 0.289 Eh
Molecular weight = 338.39 Da
SMILES string = CCCCCC(=O)NNC(=S)NC(=O)c1ccccc1[N+](=O)[O-]